1.
5 unconnected molecules or ions with the total composition C5H19N2O5, computed with ωB97M-V/def2-TZVPD.

Cartesian coordinates (Å):
1 O 2.75366 0.20078 -1.81787
2 C 1.97242 0.86097 -2.47479
3 C 0.56293 1.08823 -2.03090
4 C -0.31358 -0.16797 -2.29692
5 C -1.01742 -0.55080 -0.99596
6 C -2.20453 0.01001 -0.71669
7 N -2.87165 -0.21008 0.58495
8 N -0.39176 -1.50029 -0.24347
9 H 2.26505 1.28984 -3.39039
10 H 0.54785 1.37137 -0.96012
11 H 0.16387 1.97631 -2.52395
12 H -0.98818 -0.01403 -3.06770
13 H 0.34724 -1.01755 -2.66955
14 H -2.73450 0.68498 -1.37936
15 H -2.17028 0.02562 1.39718
16 H -3.70914 0.42667 0.65460
17 H -3.22312 -1.15930 0.64367
18 H 0.59959 -1.73045 -0.43622
19 H -0.63335 -1.63360 0.74463
20 H 1.52784 -1.43668 1.75960
21 H 1.21668 -1.91250 3.21880
22 O 0.76806 -1.53585 2.38225
23 H -0.49883 -0.33323 2.57863
24 H -0.66285 1.18110 2.37105
25 O -1.15058 0.32035 2.51041
26 H 1.21485 2.36378 2.17340
27 H -0.04880 3.27378 2.08967
28 O 0.34595 2.42072 1.82675
29 H 2.63906 -0.78842 -0.43491
30 H 3.24153 -2.06458 0.23060
31 O 2.45201 -1.43918 0.27263

Summary:
energy above the lowest of the compared OMol25 structures with the same formula, charge and spin	24.7	kJ/mol
HOMO	-0.4367	Ha
net charge	+1
gap between HOMO and LUMO	9.34	eV

=====

2.
4 unconnected molecules or ions with the total composition C5H19N3O3, computed with ωB97M-V/def2-TZVPD.

Cartesian coordinates (Å):
1 C 0.58123 0.74345 -0.89285
2 C 0.14282 1.29847 0.46740
3 C 1.10714 1.00931 1.61272
4 C 1.28073 -0.47779 1.94398
5 N 0.02140 -1.21504 1.94113
6 C -0.25678 -2.08535 0.92354
7 N -1.44062 -2.21336 0.48429
8 N 0.94477 1.84061 -1.80373
9 H -0.24885 0.19933 -1.35287
10 H 1.39756 0.02000 -0.76656
11 H -0.01843 2.37345 0.38509
12 H -0.84227 0.91811 0.71885
13 H 2.09260 1.41721 1.38472
14 H 0.78844 1.54696 2.51142
15 H 1.96527 -0.94899 1.24500
16 H 1.74014 -0.56872 2.92615
17 H -0.78421 -0.67415 2.24303
18 H 0.60988 -2.65849 0.60930
19 H -1.54451 -3.00233 -0.14596
20 H 1.39781 1.47658 -2.63236
21 H 1.57291 2.49898 -1.35516
22 H 0.87144 -2.39503 -2.42893
23 H 2.30428 -2.80305 -2.09161
24 O 1.49188 -2.47069 -1.69682
25 H -1.21998 2.40062 -1.85897
26 H -2.43706 1.77949 -1.13033
27 O -2.17293 2.50335 -1.71880
28 H -2.48166 -0.59320 0.41293
29 H -3.82823 -0.11907 -0.18663
30 O -3.03479 0.19932 0.25202

Summary:
energy above the lowest of the compared OMol25 structures with the same formula, charge and spin	6.0	kJ/mol
HOMO	-0.3405	Ha
structure (SMILES)	[H]/N=C/NCCCCN.O.O.O
gap between HOMO and LUMO	9.50	eV

=====

3.
5 unconnected molecules or ions with the total composition C5H19NO4, computed with ωB97M-V/def2-TZVPD.

Cartesian coordinates (Å):
1 C -0.77641 1.83975 1.63171
2 N 0.01272 0.72097 0.94334
3 C 1.44063 0.76666 0.82466
4 C 1.81161 0.12358 -0.32707
5 C 3.13367 -0.03235 -0.90342
6 C 2.25152 1.51672 1.83092
7 H -1.04175 1.52630 2.62873
8 H -0.35076 2.87217 1.52188
9 H -1.77227 1.86278 1.18093
10 H -0.50792 0.76864 0.08770
11 H 0.93336 -0.25844 -0.82428
12 H 3.64210 1.05358 -0.52420
13 H 3.64453 -0.85478 -0.26355
14 H 3.20840 -0.24606 -1.95450
15 H 3.11921 0.87414 2.16002
16 H 1.66231 1.85032 2.70707
17 H 2.71097 2.45261 1.59868
18 H -3.07068 -0.73543 1.89226
19 H -2.32165 -0.83249 0.52044
20 O -2.80942 -0.21358 1.00337
21 H -0.73967 -2.19663 -1.27079
22 H -0.04608 -0.99233 -2.17533
23 O -0.77279 -1.51874 -1.98706
24 H -1.97141 0.28940 -2.95208
25 H -2.98139 0.93047 -1.92702
26 O -2.19275 1.15742 -2.45880
27 H 0.30869 -3.54103 -0.15654
28 H -0.62247 -3.73028 0.73715
29 O -0.60737 -3.35333 -0.04885

Summary:
energy above the lowest of the compared OMol25 structures with the same formula, charge and spin	373.8	kJ/mol
HOMO	-0.2647	Ha
structure (SMILES)	C/C=C(\C)NC.O.O.O.O
gap between HOMO and LUMO	7.43	eV